Below is a cluster of 2 separate species, C4H11N2O in total in a non-equilibrium geometry, with properties calculated with ωB97M-V/def2-TZVPD.

The geometry in ORCA input format:
```
! wB97M-V def2-TZVPD RIJCOSX def2/J DEFGRID3
* xyz 1 1
C 2.3385 -0.5853 -0.0896
C 2.0254 0.1786 1.1448
C -1.5996 -0.3048 1.0426
C -1.4120 -0.1238 -0.2602
N -1.3317 -0.9425 -1.2955
N -1.2231 1.3129 -0.6052
O 1.2850 0.4198 -0.0828
H 3.2504 -0.3037 -0.6171
H 2.1153 -1.7384 -0.1602
H 2.6913 0.9137 1.3339
H -1.7424 0.4376 1.7790
H 1.3663 -0.1289 2.0076
H -1.7758 -1.2424 1.4842
H -1.5781 -0.6480 -2.2251
H -1.1830 -1.9187 -1.2285
H -0.1395 1.4085 -0.6377
H -1.5388 2.0844 0.0040
H -1.5481 1.1810 -1.5944
*
```

Calculated values
E_tot	-343.402960	hartree
ΔE to the lowest compared entry with this formula, charge and spin	423.2	kJ/mol
frontier orbital gap	9.7	eV
highest occupied orbital energy	-12.981	eV


Below is a structure of composition C25H27GaN3O4PS4Te, with properties calculated with ωB97M-V/def2-TZVPD.

The geometry in ORCA input format:
```
! wB97M-V def2-TZVPD RIJCOSX def2/J DEFGRID3
* xyz -2 1
Ga -1.1195 -0.5651 -0.4814
C -2.9414 6.0126 2.8478
C -3.1675 4.6362 2.2846
C -4.4274 4.0520 2.2960
C -4.6339 2.7915 1.7526
C -3.5712 2.1064 1.1898
C -2.2995 2.6654 1.1885
C -2.1083 3.9249 1.7274
S -3.8751 0.5263 0.4139
O -5.1559 0.0874 0.9227
O -3.8052 0.7333 -1.0170
N -2.6713 -0.4417 0.7874
C -2.2108 -0.4644 2.1685
C -0.6814 -0.5274 2.2340
O -0.1392 -0.6874 3.3102
O -0.0649 -0.4093 1.1027
H -3.8783 6.4621 3.1789
H -2.4987 6.6651 2.0931
H -2.2587 5.9832 3.6997
H -5.2641 4.5954 2.7223
H -5.6125 2.3306 1.7554
H -1.4643 2.1461 0.7368
H -1.1183 4.3652 1.6920
H -2.5939 -1.3286 2.7170
H -2.5076 0.4281 2.7278
C 2.9796 -1.8274 1.1656
N 3.2317 -1.5632 -0.2294
C 2.9940 -2.6127 -1.2096
C 2.9988 -1.8593 -2.5489
N 3.1187 -0.4680 -2.1380
C 3.1349 -0.3319 -0.7816
S 3.0657 1.1254 0.0035
H 3.6262 -2.6407 1.5066
H 1.9331 -2.0984 1.3254
H 3.1834 -0.9244 1.7355
H 2.0190 -3.0765 -1.0279
H 3.7776 -3.3750 -1.1545
H 2.0649 -2.0297 -3.0869
H 3.8469 -2.1487 -3.1767
H 2.6553 0.2716 -2.6434
Te -0.7522 -2.3753 -2.0837
S 0.4374 3.4636 -4.1739
P -0.9636 2.6923 -3.0172
S -0.2685 1.4938 -1.5399
C -2.2290 1.8890 -4.0584
C -2.8228 2.6403 -5.0738
C -3.7938 2.0746 -5.8795
C -4.1693 0.7470 -5.6869
C -3.5677 -0.0036 -4.6921
C -2.6000 0.5686 -3.8753
C -1.9195 4.0569 -2.2457
C -1.3882 5.3370 -2.1653
C -2.1158 6.3613 -1.5731
C -3.3895 6.1149 -1.0818
C -3.9273 4.8372 -1.1703
C -3.1918 3.8073 -1.7363
H -2.5074 3.6656 -5.2296
H -4.2563 2.6637 -6.6634
H -4.9296 0.3028 -6.3196
H -3.8421 -1.0384 -4.5310
H -2.1317 -0.0275 -3.1044
H -0.4037 5.5159 -2.5810
H -1.6895 7.3560 -1.5060
H -3.9652 6.9167 -0.6324
H -4.9191 4.6357 -0.7847
H -3.6025 2.8075 -1.7844
*
```

Calculated values
E_tot	-5561.274718	hartree
frontier orbital gap	5.6	eV
highest occupied orbital energy	-1.415	eV


Below is a structure of composition C41H43N4O3SeTeTi, with properties calculated with ωB97M-V/def2-TZVPD.

The geometry in ORCA input format:
```
! wB97M-V def2-TZVPD RIJCOSX def2/J DEFGRID3
* xyz -1 1
Ti -0.2088 -0.1891 -2.5265
O 0.9695 -0.9396 -1.2043
C 2.1523 -0.8212 -0.6674
C 2.4853 -1.6356 0.4322
C 3.7433 -1.5994 0.9860
C 4.7362 -0.7545 0.4748
C 4.4292 0.0412 -0.6056
C 3.1552 0.0254 -1.1881
C 2.9477 0.8026 -2.3930
N 1.8398 0.9267 -3.0125
C 1.8309 1.7447 -4.2226
C 0.7782 1.1943 -5.1914
N -0.4236 1.0357 -4.4037
C -1.4281 1.7780 -4.6485
C -2.4732 2.0393 -3.6818
C -3.7102 2.5456 -4.0915
C -4.6408 2.9838 -3.1762
C -4.2971 2.9731 -1.8201
C -3.0705 2.5169 -1.3919
C -2.1291 1.9966 -2.3041
O -0.9696 1.5544 -1.8938
H 1.7129 -2.2905 0.8145
H 3.9656 -2.2366 1.8345
H 5.7271 -0.7388 0.9099
H 5.1878 0.6819 -1.0440
H 3.8440 1.2977 -2.7871
H 2.8166 1.7700 -4.7000
H 1.5462 2.7652 -3.9464
H 1.0796 0.2256 -5.5672
H 0.6271 1.8896 -6.0253
H -1.4577 2.3510 -5.5823
H -3.9288 2.5844 -5.1539
H -5.6075 3.3469 -3.4986
H -5.0070 3.3368 -1.0859
H -2.8090 2.5246 -0.3424
C -2.7659 -3.1536 -2.8442
C -2.1656 -2.2840 -1.7525
O -2.1750 -2.6625 -0.5860
N -1.6310 -1.1174 -2.1866
Te -1.5537 0.4169 1.3783
C -2.6441 0.2076 3.1869
C -3.6666 -0.7509 3.2166
C -4.0102 -1.5827 2.0105
C -4.3821 -0.9400 4.3954
C -4.1170 -0.2044 5.5411
C -4.9115 -0.4157 6.8024
C -3.1198 0.7583 5.4824
C -2.3838 0.9897 4.3228
C -1.3364 2.0696 4.3502
C 0.3887 0.3236 2.2130
C 0.7417 -0.6627 3.1484
C -0.1399 -1.8296 3.5030
C 2.0008 -0.5921 3.7460
C 2.9265 0.3757 3.3986
C 4.2933 0.4112 4.0248
C 2.5839 1.2860 2.4069
C 1.3326 1.2783 1.8094
C 1.0191 2.2908 0.7427
H -3.5055 -3.8271 -2.4138
H -1.9562 -3.7433 -3.2810
H -3.2030 -2.5497 -3.6383
H -4.3946 -0.9625 1.1970
H -4.7756 -2.3182 2.2593
H -3.1418 -2.0989 1.5963
H -5.1647 -1.6921 4.4155
H -5.4178 -1.3811 6.7908
H -5.6748 0.3574 6.9199
H -4.2702 -0.3782 7.6842
H -2.9062 1.3563 6.3635
H -1.5179 2.7514 5.1822
H -1.3395 2.6373 3.4179
H -0.3332 1.6545 4.4620
H -0.6570 -2.2084 2.6196
H -0.9008 -1.5566 4.2337
H 0.4609 -2.6359 3.9281
H 2.2747 -1.3511 4.4731
H 4.4537 -0.4531 4.6700
H 4.4286 1.3111 4.6294
H 5.0695 0.4122 3.2563
H 3.3169 2.0168 2.0792
H 1.9030 2.8864 0.5133
H 0.2150 2.9605 1.0614
H 0.6752 1.8182 -0.1805
Se 0.4707 -2.0773 -4.3474
C 2.3760 -2.0765 -4.3639
C 3.1315 -1.6216 -5.4470
C 4.5154 -1.6287 -5.3728
N 5.2089 -2.0569 -4.3182
C 4.4857 -2.5261 -3.2988
C 3.1018 -2.5684 -3.2787
H 2.6452 -1.2726 -6.3492
H 5.1015 -1.2698 -6.2147
H 5.0448 -2.8827 -2.4389
H 2.5819 -2.9648 -2.4154
*
```

Calculated values
E_tot	-5552.056410	hartree
ΔE to the lowest compared entry with this formula, charge and spin	0.0	kJ/mol
frontier orbital gap	7.1	eV
highest occupied orbital energy	-4.740	eV


Below is a structure of composition C32H21Cl6NO6PY, with properties calculated with ωB97M-V/def2-TZVPD.

The geometry in ORCA input format:
```
! wB97M-V def2-TZVPD RIJCOSX def2/J DEFGRID3
* xyz 0 1
Y -1.1192 -0.5422 -0.9815
O 0.5388 -4.0172 1.4965
C 0.4681 -2.9073 0.7790
O -0.2782 -1.9923 1.0067
C 1.4481 -2.8433 -0.3516
C 2.5529 -3.6731 -0.4658
C 3.4389 -3.4291 -1.5004
C 3.2008 -2.3671 -2.3608
C 2.0610 -1.6017 -2.1691
N 1.1964 -1.8544 -1.1966
C 1.6550 -0.4194 -3.0036
O 2.5564 0.1304 -3.8144
O 0.5440 0.0331 -2.9344
H -0.1576 -3.9841 2.1734
H 2.7025 -4.4765 0.2404
H 4.3120 -4.0526 -1.6357
H 3.8909 -2.1779 -3.1731
H 3.4301 -0.2619 -3.7007
Cl -5.8237 -3.6177 3.1907
C -4.6810 -3.3429 1.9237
C -4.2780 -4.3871 1.1068
Cl -4.9061 -5.9798 1.3501
C -3.3553 -4.1508 0.0771
Cl -2.8317 -5.4310 -0.9651
C -2.8322 -2.8837 -0.1414
O -1.9792 -2.5901 -1.1049
C -3.2145 -1.8198 0.7311
O -2.6648 -0.6433 0.5017
C -4.1506 -2.0594 1.7281
Cl -4.6157 -0.7374 2.7382
C 4.7187 4.3942 0.4835
C 4.3916 3.8256 -0.7394
C 3.3126 2.9588 -0.8331
C 2.5387 2.6616 0.2877
C 2.8717 3.2422 1.5091
C 3.9581 4.0998 1.6067
P 1.0965 1.5636 0.0692
C 0.6634 1.0309 1.7649
C 1.6150 0.3134 2.4972
C 1.2785 -0.2785 3.7008
C -0.0270 -0.1933 4.1775
C -0.9788 0.5033 3.4532
C -0.6343 1.1252 2.2573
C -0.2722 2.6278 -0.4847
C -0.2400 4.0168 -0.3316
C -1.3042 4.7771 -0.7842
C -2.3937 4.1399 -1.3662
C -2.4137 2.7576 -1.4916
C -1.3526 1.9386 -1.0752
H 5.5634 5.0666 0.5605
H 4.9770 4.0577 -1.6201
H 3.0533 2.5234 -1.7927
H 2.2758 3.0230 2.3867
H 4.2057 4.5452 2.5618
H 2.6298 0.2280 2.1190
H 2.0294 -0.8157 4.2683
H -0.2969 -0.6743 5.1091
H -2.0020 0.5543 3.8009
H -1.3917 1.6559 1.6939
H 0.6121 4.5031 0.1306
H -1.2884 5.8552 -0.6808
H -3.2334 4.7280 -1.7195
H -3.2950 2.3027 -1.9337
Cl -4.0917 -0.4735 -2.3137
C -3.6642 -1.0054 -3.9369
Cl -1.9304 -1.3906 -4.0734
H -3.8695 -0.2039 -4.6349
H -4.2197 -1.9047 -4.1709
*
```

Calculated values
E_tot	-4879.228954	hartree
ΔE to the lowest compared entry with this formula, charge and spin	35.6	kJ/mol
frontier orbital gap	5.3	eV
highest occupied orbital energy	-6.815	eV


Below is a structure of composition C39H40N5ORuSe in a non-equilibrium geometry, with properties calculated with ωB97M-V/def2-TZVPD.

The geometry in ORCA input format:
```
! wB97M-V def2-TZVPD RIJCOSX def2/J DEFGRID3
* xyz 0 6
Ru -0.4133 0.0315 -1.1674
C 1.9137 2.9265 -3.3889
C 2.8999 2.1859 -4.0756
C 2.9034 0.8519 -3.9469
C 1.9520 0.1642 -3.1263
N 0.9823 0.9287 -2.4950
C 1.0024 2.2784 -2.6553
N 2.1605 -1.1028 -3.0633
C 1.3734 -1.9818 -2.4441
N 0.1225 -1.7292 -1.8351
C -0.3825 -2.9548 -1.3774
N -1.4778 -3.1589 -0.6844
C -2.2735 -2.2124 -0.2759
C -3.3509 -2.6695 0.5324
C -4.2659 -1.8181 1.0386
C -4.1648 -0.4445 0.7061
C -3.1530 -0.0377 -0.0467
N -2.2002 -0.8978 -0.5702
C 0.5092 -3.9848 -1.8025
C 0.3954 -5.3612 -1.5960
C 1.3116 -6.1770 -2.2081
C 2.4220 -5.6016 -2.8300
C 2.5835 -4.2298 -2.9725
C 1.5908 -3.4058 -2.4436
H 1.8102 3.9932 -3.5271
H 3.6073 2.6603 -4.7808
H 3.5906 0.1767 -4.3651
H 0.2137 2.8087 -2.1234
H -3.3405 -3.7201 0.6627
H -5.0751 -2.1210 1.6489
H -4.8457 0.2829 1.1673
H -2.9791 1.0038 -0.2372
H -0.4569 -5.7118 -1.0751
H 1.1391 -7.2452 -2.2211
H 3.1949 -6.2411 -3.2385
H 3.4868 -3.8323 -3.4204
C -6.0089 4.8039 0.7109
C -4.7147 4.0351 0.5922
C -3.9597 3.8023 1.7527
C -2.6936 3.2136 1.6909
C -1.9055 2.9059 2.9296
C -2.1782 2.8564 0.4065
Se -0.4612 2.0289 0.3629
C -2.9119 3.0761 -0.7865
C -2.4225 2.7606 -2.1704
C -4.1903 3.6048 -0.6124
H -6.8772 4.1526 0.6575
H -6.0594 5.5836 -0.0504
H -6.0671 5.2788 1.6729
H -4.3285 4.1062 2.7515
H -2.4998 3.1411 3.8079
H -1.0120 3.5038 3.0167
H -1.6765 1.8775 2.9848
H -2.2900 1.6741 -2.2747
H -1.4891 3.2226 -2.3981
H -3.1761 3.1476 -2.8688
H -4.7752 3.8036 -1.5266
C 4.4374 -0.6340 -0.3996
C 4.2268 0.6026 0.4640
C 3.5898 1.6497 -0.3497
C 3.4880 0.2403 1.7015
C 4.0674 0.4519 2.9307
C 3.4755 0.0712 4.1317
C 2.2748 -0.6443 4.1288
C 1.6333 -0.9226 2.9680
C 0.4271 -1.8231 3.0070
C -0.8974 -1.1117 2.8817
C 0.5338 -2.8818 1.9542
C 2.1318 -0.3636 1.6741
O 1.4825 -0.5146 0.6234
H 4.9554 -0.4191 -1.3338
H 3.4794 -1.0434 -0.7043
H 5.0085 -1.4547 0.0580
H 5.1584 0.9990 0.8291
H 2.6192 1.3646 -0.6911
H 4.1705 1.8900 -1.2161
H 3.5083 2.5668 0.2740
H 5.0601 0.9024 2.9895
H 3.9616 0.4223 5.0206
H 1.9003 -1.0334 5.0476
H 0.4522 -2.2981 3.9801
H -0.9973 -0.5005 1.9663
H -1.1069 -0.4627 3.7256
H -1.7139 -1.8040 2.8438
H 0.3834 -2.4432 0.9827
H -0.2681 -3.6392 2.0963
H 1.4695 -3.3994 2.0047
*
```

Calculated values
⟨S²⟩	8.826
E_tot	-4355.427217	hartree
frontier orbital gap (spin up / spin down)	5.7 / 5.6	eV
highest occupied orbital energy (spin up / spin down)	-5.450 / -7.605	eV


Below is the molecule C5H7NO2 in a non-equilibrium geometry, with properties calculated with ωB97M-V/def2-TZVPD.

The geometry in ORCA input format:
```
! wB97M-V def2-TZVPD RIJCOSX def2/J DEFGRID3
* xyz 0 1
C 1.0303 -1.4144 -0.3482
C -1.6085 -0.3177 0.1315
C 2.6751 0.1799 -0.1516
C 1.2402 -0.0606 -0.0731
C -3.1367 -0.1816 0.1654
N 0.3669 0.9542 -0.2802
O -1.0338 0.8196 -0.1338
O 2.1609 0.2726 1.0980
H 1.6938 -2.0255 0.2517
H 3.3622 -0.6606 -0.2716
H 3.0911 1.0791 -0.6734
H -3.4468 -0.5882 -0.7355
H -3.5244 0.9352 0.2066
H -3.5652 -0.8882 0.9894
H 0.6949 1.8962 -0.1750
*
```

Calculated values
E_tot	-399.589891	hartree
ΔE to the lowest compared entry with this formula, charge and spin	986.3	kJ/mol
frontier orbital gap	8.1	eV
highest occupied orbital energy	-8.162	eV


Below is the molecule C21H30ClN3O4S, with properties calculated with ωB97M-V/def2-TZVPD.

The geometry in ORCA input format:
```
! wB97M-V def2-TZVPD RIJCOSX def2/J DEFGRID3
* xyz 0 1
O 3.9419 3.4435 -2.0163
C 3.4212 2.7033 -1.2010
N 2.8851 1.5205 -1.5574
H 2.3900 0.9369 -0.9027
C 2.8646 1.0919 -2.9364
H 3.7498 1.5102 -3.4228
C 1.6176 1.5755 -3.6869
H 1.6107 2.6659 -3.6818
H 1.6820 1.2386 -4.7231
C 0.3133 1.0773 -3.0559
N 0.2129 -0.3617 -3.0539
C 0.4683 -1.1375 -2.0022
O 0.9748 -0.7654 -0.9451
C 0.0465 -2.5527 -2.3301
H 0.7608 -3.2892 -1.9661
C -0.1152 -2.5326 -3.8482
H -0.8913 -3.2080 -4.1998
H 0.8260 -2.8016 -4.3310
C -0.4516 -1.0670 -4.1287
H -0.0862 -0.7210 -5.0980
H -1.5313 -0.8881 -4.0639
H -0.9130 -2.7108 -1.8323
H 0.2385 1.4202 -2.0222
H -0.5435 1.4761 -3.6045
H 2.9204 0.0010 -2.9569
C 3.3644 3.1167 0.2696
C 3.3215 2.0237 1.3422
C 1.9601 1.3573 1.5615
H 1.7709 0.6162 0.7875
C 0.7971 2.3542 1.6181
C 0.8632 3.3622 0.4710
C 2.1979 4.0948 0.4643
H 2.2172 4.8373 -0.3351
H 2.3288 4.6184 1.4146
H 0.7207 2.8460 -0.4774
H 0.0476 4.0795 0.5798
C -0.5455 1.6097 1.6026
N -0.7895 1.0016 0.3131
S -2.1870 0.1524 0.1386
O -2.1314 -0.4551 -1.1646
O -3.2963 1.0040 0.4449
C -2.1136 -1.1528 1.3721
C -3.1458 -1.2799 2.2801
C -3.1030 -2.2851 3.2312
C -2.0146 -3.1465 3.2532
C -0.9737 -3.0150 2.3435
C -1.0271 -2.0076 1.3953
H -0.2285 -1.8829 0.6799
H -0.1352 -3.6924 2.3811
Cl -1.9516 -4.4015 4.4343
H -3.9004 -2.4025 3.9478
H -3.9686 -0.5847 2.2264
H -0.0237 0.4220 -0.0261
H -1.3731 2.3026 1.7725
H -0.5567 0.8564 2.4064
H 0.8578 2.9048 2.5640
H 1.9977 0.8077 2.5067
H 4.0648 1.2561 1.1155
H 3.6202 2.4974 2.2817
H 4.2928 3.6827 0.4127
*
```

Calculated values
E_tot	-2141.907781	hartree
ΔE to the lowest compared entry with this formula, charge and spin	0.0	kJ/mol
frontier orbital gap	9.8	eV
highest occupied orbital energy	-9.304	eV


Below is a cluster of 2 separate species, C3H7N3 in total in a non-equilibrium geometry, with properties calculated with ωB97M-V/def2-TZVPD.

The geometry in ORCA input format:
```
! wB97M-V def2-TZVPD RIJCOSX def2/J DEFGRID3
* xyz 0 1
C 0.4588 1.7341 1.4830
C 1.0864 -0.2952 -0.8170
C -0.3224 -0.3381 -0.2302
N 0.6831 2.4879 2.3514
N -1.3792 0.0830 -0.9650
N -0.5279 -1.1095 0.8733
H 1.4312 0.6306 -0.5140
H 1.7123 -1.2025 -0.3586
H 1.0377 -0.4401 -1.8969
H -2.3220 -0.3358 -0.9652
H -1.1362 0.6192 -1.7245
H 0.4252 -1.1617 1.2521
H -1.1469 -0.6718 1.5115
*
```

Calculated values
E_tot	-282.686003	hartree
ΔE to the lowest compared entry with this formula, charge and spin	231.7	kJ/mol
frontier orbital gap	8.1	eV
highest occupied orbital energy	-8.497	eV